1.
{"formula": "C14H37N2O13P2S2", "method": "ωB97M-V/def2-TZVPD", "species": ["C", "C", "O", "S", "O", "O", "N", "S", "N", "O", "O", "H", "H", "H", "H", "H", "H", "H", "O", "P", "O", "C", "C", "O", "C", "C", "O", "C", "C", "H", "H", "H", "H", "H", "H", "H", "H", "H", "H", "H", "H", "H", "H", "H", "O", "P", "O", "C", "C", "O", "C", "C", "O", "C", "C", "H", "H", "H", "H", "H", "H", "H", "H", "H", "H", "H", "H", "H", "H", "H"], "xyz": [[0.9190, 6.5734, 4.9360], [0.7708, 5.2054, 5.8847], [1.1097, 3.9636, 5.1718], [2.7867, 3.8048, 4.9025], [3.6086, 4.5079, 6.0528], [3.1965, 4.5281, 3.5949], [3.2109, 2.1131, 4.9774], [3.0527, 1.3144, 3.4330], [4.0704, 1.9587, 2.1613], [3.5474, -0.1674, 3.6622], [1.5998, 1.1898, 2.9049], [2.0312, 6.9125, 4.7957], [0.2613, 7.4042, 5.4813], [0.3572, 6.3569, 3.9097], [-0.3970, 5.1385, 6.1228], [1.2929, 5.3257, 6.9359], [3.4312, 2.0973, 1.3356], [4.7860, 1.2473, 1.8931], [-1.6550, -3.0268, 0.9233], [-2.6465, -2.4588, 1.9681], [-3.7814, -2.0621, 0.8310], [-4.5406, -3.1143, 0.2572], [-5.5223, -3.6908, 1.2576], [-1.8490, -1.0001, 2.0506], [-0.4258, -0.9924, 2.0623], [0.0944, -0.5660, 0.6992], [-3.7544, -1.8241, 3.1354], [-4.0805, -0.4480, 3.2933], [-4.9331, 0.1316, 2.1797], [-3.8763, -3.8913, -0.1301], [-5.0903, -2.6895, -0.5902], [-4.9969, -4.1633, 2.0936], [-6.1603, -4.4415, 0.7841], [-6.1594, -2.9068, 1.6817], [-0.0275, -1.9675, 2.3579], [-0.0993, -0.2713, 2.8204], [-0.3591, -1.1476, -0.1104], [1.1803, -0.6827, 0.6427], [-0.1561, 0.4808, 0.5087], [-3.1892, 0.1589, 3.4722], [-4.6625, -0.3880, 4.2197], [-4.3505, 0.2697, 1.2637], [-5.3253, 1.1120, 2.4669], [-5.7770, -0.5249, 1.9449], [2.6859, -1.6318, -2.7291], [2.5834, -1.5787, -4.2731], [1.8791, -0.0813, -4.2800], [2.7042, 1.0404, -4.0084], [3.6541, 1.3133, -5.1574], [1.2030, -2.5087, -4.2937], [1.1153, -3.6313, -3.4233], [0.2050, -3.3002, -2.2519], [2.4687, -1.5193, -5.9983], [1.2589, -1.6000, -6.7431], [0.3754, -0.3697, -6.6493], [3.2535, 0.8878, -3.0757], [2.0412, 1.9018, -3.8707], [4.3591, 0.4861, -5.2872], [4.2258, 2.2273, -4.9771], [3.1097, 1.4214, -6.1021], [2.1064, -3.9483, -3.0856], [0.6901, -4.4660, -3.9924], [0.4892, -2.3599, -1.7679], [0.2294, -4.0963, -1.5024], [-0.8248, -3.1743, -2.5963], [0.7023, -2.5112, -6.5095], [1.5645, -1.7076, -7.7899], [-0.1116, -0.3036, -5.6716], [-0.4153, -0.4062, -7.4050], [0.9557, 0.5465, -6.7979]], "atomic_forces_ev_per_a": [[-0.967, -0.560, 0.517], [-1.459, 1.800, 0.300], [1.908, 0.910, 0.718], [5.376, 2.932, -0.152], [-3.809, -2.802, -2.998], [-2.423, -2.686, 3.418], [-1.227, 1.828, -3.006], [-2.432, -5.795, 0.417], [-1.071, -0.500, -0.273], [-0.553, 5.269, -0.289], [4.176, 1.896, 1.197], [-2.292, -0.758, 0.182], [1.622, -1.614, -1.065], [1.537, 0.417, 2.124], [2.528, -0.249, -0.679], [-0.624, -0.444, -2.419], [0.757, -0.096, 1.297], [-1.016, 0.504, 0.727], [-0.878, -3.388, 3.251], [0.146, 8.895, -4.699], [-0.557, -1.054, -0.198], [-0.262, 0.139, -0.178], [-0.207, -0.043, 0.139], [-0.584, -1.272, 1.096], [0.937, 0.496, -0.177], [0.020, -0.007, -0.188], [0.885, -3.805, 0.801], [-0.003, 0.989, 0.489], [0.234, -0.084, -0.564], [0.039, 0.002, -0.048], [0.175, 0.041, 0.093], [-0.044, -0.039, -0.015], [0.060, -0.004, 0.023], [0.139, -0.127, -0.108], [-0.061, 0.109, -0.171], [-0.154, -0.154, -0.200], [0.023, -0.106, 0.228], [-0.111, 0.094, 0.084], [0.108, -0.026, 0.133], [-0.041, -0.218, -0.236], [0.047, -0.408, -0.007], [-0.113, -0.053, 0.144], [0.087, -0.109, 0.201], [0.088, 0.097, 0.087], [4.259, -0.869, -1.975], [-9.540, 1.804, 0.829], [0.917, 0.378, 0.052], [-0.061, 0.474, -0.004], [0.077, 0.081, -0.206], [1.215, -0.545, -0.647], [-0.466, -0.171, 0.582], [-0.029, 0.055, 0.097], [3.655, -0.676, 1.148], [-0.680, -0.379, -0.668], [-0.137, 0.163, 0.583], [-0.054, 0.008, 0.037], [-0.006, -0.234, 0.040], [0.054, 0.040, -0.001], [-0.007, -0.084, 0.025], [0.072, -0.010, 0.193], [-0.144, 0.132, 0.052], [0.048, 0.155, -0.109], [0.155, -0.272, -0.103], [-0.061, 0.084, -0.044], [0.046, -0.086, 0.006], [0.107, 0.197, 0.204], [0.372, 0.037, 0.161], [0.114, 0.028, -0.158], [0.167, -0.163, -0.064], [-0.076, -0.163, -0.030]], "orbital_gap_ha": 0.2003, "lumo_ev": -0.65, "spin_multiplicity": 1, "e_homo_ev": -6.1049, "total_charge": -1}



2.
{"formula": "C36H80N8O14", "method": "ωB97M-V/def2-TZVPD", "species": ["C", "O", "N", "C", "C", "H", "H", "H", "H", "H", "H", "H", "C", "O", "N", "C", "C", "H", "H", "H", "H", "H", "H", "H", "C", "O", "N", "C", "C", "H", "H", "H", "H", "H", "H", "H", "C", "O", "N", "C", "C", "H", "H", "H", "H", "H", "H", "H", "C", "O", "N", "C", "C", "H", "H", "H", "H", "H", "H", "H", "C", "O", "N", "C", "C", "H", "H", "H", "H", "H", "H", "H", "C", "O", "N", "C", "C", "H", "H", "H", "H", "H", "H", "H", "C", "O", "N", "C", "C", "H", "H", "H", "H", "H", "H", "H", "O", "C", "O", "C", "C", "C", "H", "H", "H", "H", "H", "H", "H", "H", "O", "C", "O", "C", "C", "C", "H", "H", "H", "H", "H", "H", "H", "H", "O", "C", "O", "C", "C", "C", "H", "H", "H", "H", "H", "H", "H", "H"], "xyz": [[-4.3637, 0.2687, -1.2347], [-4.5771, 0.5278, -0.0693], [-3.7591, -0.8622, -1.6614], [-3.0775, -0.9152, -2.9158], [-3.4202, -1.9372, -0.7228], [-4.6939, 0.8940, -2.0825], [-2.0157, -0.6689, -2.8374], [-3.5328, -0.2194, -3.6229], [-3.1939, -1.9010, -3.3741], [-2.4002, -1.7008, -0.3992], [-4.1287, -1.9966, 0.0941], [-3.4157, -2.8732, -1.2794], [-3.8791, 0.8204, 3.7518], [-3.0177, 0.8387, 4.6105], [-5.1558, 1.2464, 3.9223], [-6.1878, 0.9709, 2.9304], [-5.6075, 1.6301, 5.2284], [-3.7200, 0.4977, 2.7067], [-7.0272, 0.4399, 3.3804], [-5.7715, 0.4747, 2.0608], [-6.5925, 1.9555, 2.6654], [-6.4703, 1.0309, 5.5385], [-4.8219, 1.4728, 5.9590], [-5.9459, 2.6708, 5.2146], [7.9560, 0.1728, 0.5074], [7.7967, -0.1790, 1.6528], [7.0103, 0.1039, -0.4644], [7.3648, 0.2741, -1.8573], [5.7585, -0.5790, -0.2401], [8.9110, 0.5491, 0.1037], [7.5241, -0.7056, -2.3403], [8.2279, 0.9120, -2.0048], [6.4850, 0.6393, -2.3983], [4.9815, -0.0024, -0.7387], [5.8225, -1.6062, -0.6179], [5.5655, -0.6681, 0.8249], [0.3312, 1.0726, -3.0369], [-0.5212, 1.0150, -3.9029], [1.3597, 1.9392, -3.0243], [2.0758, 2.3223, -1.8098], [1.6830, 2.6799, -4.2209], [0.3548, 0.3842, -2.1722], [1.4600, 2.2235, -0.9231], [2.4125, 3.3508, -1.9174], [2.9726, 1.7046, -1.6857], [2.7776, 2.6885, -4.2735], [1.3661, 2.1680, -5.1219], [1.3255, 3.7116, -4.1978], [3.1132, -2.2578, 3.3117], [2.4122, -2.6196, 2.3934], [3.1170, -2.8185, 4.5427], [3.9856, -2.3134, 5.5890], [2.2309, -3.8906, 4.8980], [3.7813, -1.3829, 3.2569], [4.7333, -1.6465, 5.1633], [4.5591, -3.1362, 6.0279], [3.4333, -1.8257, 6.3936], [1.3002, -3.5475, 5.3583], [1.9418, -4.5089, 4.0467], [2.7462, -4.5822, 5.5694], [4.7481, -0.6377, -4.9670], [4.1787, 0.2654, -4.3784], [4.6404, -1.9452, -4.6714], [5.3702, -2.9568, -5.4116], [3.9215, -2.4021, -3.5067], [5.4305, -0.4185, -5.8046], [6.0075, -3.5282, -4.7350], [5.9653, -2.4681, -6.1791], [4.6644, -3.6398, -5.8887], [4.6015, -2.8850, -2.8034], [3.3365, -1.6037, -3.0647], [3.1861, -3.1563, -3.8214], [-6.2273, 3.1889, -0.8706], [-7.3503, 2.9939, -1.2870], [-5.3160, 4.0144, -1.4511], [-3.9306, 4.0166, -1.0039], [-5.6300, 4.7668, -2.6278], [-5.7894, 2.7271, 0.0268], [-3.8749, 3.7279, 0.0461], [-3.5831, 5.0504, -0.9637], [-3.2790, 3.4112, -1.6347], [-5.5811, 5.8523, -2.4453], [-4.9052, 4.5838, -3.4275], [-6.6430, 4.5989, -2.9793], [1.0542, -5.0939, -3.3918], [1.9033, -5.0496, -4.2552], [0.2920, -4.0494, -2.9815], [-0.7488, -4.2327, -1.9958], [0.2872, -2.8482, -3.7509], [0.8083, -6.0201, -2.8402], [-1.0311, -3.2687, -1.5821], [-0.4181, -4.9352, -1.2324], [-1.6626, -4.6618, -2.4327], [-0.7108, -2.5132, -4.0448], [0.7283, -1.9925, -3.2201], [0.8961, -2.9501, -4.6455], [-1.5464, 6.1071, -0.1627], [-0.9388, 6.6288, 0.7446], [-0.9786, 6.2343, 2.0125], [-1.7063, 5.0334, 2.2960], [-1.4147, 4.5674, 3.7015], [-0.0981, 7.8581, 0.5773], [-1.4672, 4.2696, 1.5598], [-2.7744, 5.2393, 2.1608], [-1.7360, 3.5377, 3.8431], [-1.8739, 5.2277, 4.4359], [-0.3357, 4.5974, 3.8788], [0.1851, 7.9339, -0.4678], [0.7114, 7.8691, 1.2990], [-0.7404, 8.7264, 0.7510], [1.6602, 0.3968, 1.0290], [1.1285, -0.4832, 0.4051], [-0.1990, -0.6468, 0.3289], [-1.0288, 0.2925, 1.0225], [-1.3552, 1.4547, 0.1414], [1.8888, -1.4064, -0.5133], [-0.5927, 0.5809, 1.9802], [-1.9189, -0.2627, 1.3301], [-0.4708, 2.0432, -0.1257], [-2.0853, 2.1631, 0.5128], [-1.6445, 1.0692, -0.8434], [2.0394, -2.3397, 0.0348], [2.8801, -0.9628, -0.5977], [1.4689, -1.5184, -1.5054], [-2.7133, -2.5320, 2.8554], [-1.5610, -2.5977, 3.2070], [-0.7755, -3.6604, 2.9899], [-1.3933, -4.8465, 2.4708], [-0.3230, -5.7076, 1.8145], [-0.8600, -1.5005, 3.9401], [-2.1773, -4.5896, 1.7618], [-1.8298, -5.3917, 3.3100], [-0.8338, -6.4787, 1.2349], [0.2884, -6.2033, 2.5678], [0.3167, -5.1223, 1.1561], [-1.0397, -1.6649, 5.0091], [-1.2945, -0.5496, 3.6743], [0.2209, -1.6126, 3.8473]], "atomic_forces_ev_per_a": [[0.164, -0.580, -0.421], [-0.307, 0.199, 0.459], [-0.521, -0.488, 0.544], [-0.218, 0.019, -0.984], [0.528, 0.899, -0.567], [0.165, 0.272, 0.149], [0.012, -0.015, 0.014], [0.129, 0.172, 0.105], [0.088, -0.071, 0.140], [-0.117, -0.544, 0.532], [0.098, 0.193, 0.165], [-0.033, -0.045, 0.020], [-0.597, 0.182, -0.312], [0.256, 0.055, -0.085], [0.284, -1.045, -0.008], [0.026, 1.306, 0.367], [-0.517, 0.238, 0.342], [0.190, -0.143, 0.138], [0.205, -0.419, -0.037], [-0.065, -0.039, -0.072], [-0.124, -0.230, -0.484], [0.052, -0.087, -0.128], [0.153, 0.208, -0.048], [0.158, 0.024, 0.174], [-0.203, -0.327, -0.565], [0.075, 0.071, 0.373], [0.430, 0.108, -0.060], [-0.782, -0.742, -0.445], [0.188, -0.104, 0.274], [0.053, 0.181, 0.198], [0.380, 0.103, 0.205], [0.026, 0.110, 0.075], [0.230, 0.497, 0.109], [-0.236, -0.256, 0.015], [-0.208, 0.090, -0.256], [-0.036, 0.269, 0.037], [0.230, 0.272, 0.383], [-0.047, -0.421, -0.235], [-0.291, 0.256, -0.023], [0.417, -0.698, -0.384], [0.998, 0.112, -0.078], [-0.242, 0.156, 0.111], [-0.060, 0.006, 0.037], [-0.173, 0.090, 0.069], [-0.031, 0.049, 0.062], [-0.077, 0.202, -0.049], [-0.432, -0.046, 0.109], [-0.182, -0.058, -0.039], [-0.137, 0.193, 0.567], [-0.177, -0.179, -0.458], [0.356, 0.272, 0.090], [0.350, -0.313, -0.050], [-0.317, -0.941, -0.067], [0.118, -0.100, -0.166], [-0.207, 0.239, 0.009], [-0.157, -0.037, 0.001], [-0.036, 0.121, -0.076], [0.120, 0.103, 0.112], [0.096, 0.435, -0.261], [-0.042, 0.231, 0.204], [-0.055, 0.255, 0.207], [-0.019, 0.070, 0.129], [0.413, 0.088, -0.047], [-0.368, 0.163, 0.008], [-0.862, -0.621, -0.394], [-0.053, -0.202, -0.102], [0.106, 0.000, -0.068], [0.120, -0.084, -0.019], [0.084, -0.073, 0.003], [0.019, 0.198, 0.194], [0.380, 0.292, 0.135], [0.284, -0.021, 0.076], [0.411, 0.313, -0.246], [-0.142, -0.059, 0.187], [0.108, -0.488, 0.283], [-0.450, 0.946, 0.466], [0.074, 1.032, -0.556], [-0.274, -0.231, 0.042], [-0.064, -0.528, -0.131], [0.217, -0.079, -0.406], [0.051, -0.026, 0.033], [0.150, -0.193, 0.233], [-0.136, -0.246, -0.008], [0.023, -0.486, 0.090], [-0.339, -0.017, 0.395], [0.135, -0.057, -0.183], [0.089, -0.419, -0.203], [-0.435, -0.434, -0.247], [0.305, 1.464, -0.426], [0.158, 0.036, 0.011], [0.257, -0.013, 0.308], [0.033, 0.250, 0.205], [0.083, 0.107, -0.104], [-0.094, -0.343, 0.040], [-0.135, -0.229, 0.104], [-0.092, -0.303, -0.048], [0.147, -0.180, 0.373], [-0.297, 0.352, -0.622], [0.256, -0.277, 0.420], [-0.827, -0.328, -0.140], [0.577, 0.378, -0.028], [-0.491, 0.187, -0.096], [0.295, 0.011, -0.103], [0.086, 0.045, 0.045], [-0.218, 0.021, 0.057], [-0.109, -0.127, 0.052], [-0.057, -0.072, -0.040], [0.422, -0.113, 0.076], [0.205, 0.106, -0.195], [0.027, -0.059, 0.223], [-0.081, 0.037, 0.436], [0.287, 0.545, -0.943], [-0.164, -0.419, 0.034], [-0.496, -0.046, 1.231], [0.725, 0.296, -1.345], [0.625, 0.125, 0.880], [0.453, 0.159, -0.300], [-0.081, -0.045, -0.457], [0.141, -0.036, 0.481], [-0.332, -0.264, 0.220], [-0.556, 0.062, 0.191], [-0.234, -0.176, -0.339], [-0.007, -0.021, -0.120], [-0.314, -0.201, 0.170], [-0.147, -0.174, -0.127], [-0.233, 0.326, -0.115], [0.146, -0.241, 0.143], [0.312, -0.192, -0.169], [-0.336, 0.046, 0.209], [0.413, -0.803, 0.604], [-0.036, 0.157, 0.064], [-0.202, 0.089, -0.051], [0.123, -0.061, -0.038], [0.125, 0.056, -0.065], [-0.004, 0.051, 0.012], [-0.273, 0.109, -0.075], [0.179, 0.211, 0.074], [-0.037, 0.394, -0.422]], "orbital_gap_ha": 0.3445, "lumo_ev": 0.53, "smiles": "CCOC(C)=O.CCOC(C)=O.CCOC(C)=O.CN(C)C=O.CN(C)C=O.CN(C)C=O.CN(C)C=O.CN(C)C=O.CN(C)C=O.CN(C)C=O.CN(C)C=O", "spin_multiplicity": 1, "e_homo_ev": -8.8395, "total_charge": 0, "relative_energy_kj_mol": 0.0}



3.
{"formula": "C3H8N3", "method": "ωB97M-V/def2-TZVPD", "species": ["C", "C", "C", "N", "N", "N", "H", "H", "H", "H", "H", "H", "H", "H"], "xyz": [[0.0732, 1.1298, 0.0896], [-0.7805, -0.9023, -1.0366], [0.9634, 0.4623, 0.9818], [-1.1148, 0.3199, -0.5083], [0.4323, -1.5628, -0.6796], [1.1340, -0.9729, 0.5279], [-0.3464, 1.9631, 0.6370], [0.5123, 1.5411, -0.8709], [-1.5914, -1.5985, -0.9333], [-0.7575, -1.0726, -2.1560], [0.6703, 0.6641, 1.9791], [-1.8009, 0.8420, -1.0929], [2.1356, -1.1316, 0.3853], [0.9086, -1.5807, 1.3442]], "atomic_forces_ev_per_a": [[-2.139, 1.767, -3.914], [1.381, -1.370, -1.574], [-1.133, -1.924, -1.592], [0.189, 1.877, 1.594], [0.301, 0.668, 1.273], [-0.207, -0.015, 0.950], [-0.230, 0.259, -0.196], [0.430, -0.180, 1.185], [-0.792, -1.130, 0.857], [0.430, 0.909, 0.147], [0.762, -0.576, 1.397], [1.112, -0.236, 0.910], [-0.025, -0.189, -0.402], [-0.078, 0.138, -0.634]], "orbital_gap_ha": [0.2875, 0.2761], "lumo_ev": [-5.89, -5.96], "spin_multiplicity": 1, "e_homo_ev": [-13.7149, -13.4701], "total_charge": 1, "relative_energy_kj_mol": 691.5}



4.
{"formula": "C5H8N2O4S", "method": "ωB97M-V/def2-TZVPD", "species": ["C", "C", "C", "C", "C", "N", "N", "O", "O", "O", "O", "S", "H", "H", "H", "H", "H", "H", "H", "H"], "xyz": [[0.2896, -2.3339, -1.1303], [-0.2947, 0.9234, 0.5238], [-0.7140, -1.5006, -0.3864], [-0.1064, 0.0090, -0.6672], [0.4398, 2.7729, 1.6062], [1.4567, -1.9295, -1.4117], [-2.1259, -1.7127, -0.5798], [-0.8722, 0.5907, 1.4904], [2.1377, -0.4426, 0.5306], [2.3897, 0.4414, -1.7143], [0.4736, 2.0578, 0.4245], [1.6672, -0.4193, -0.8229], [0.0385, -3.3211, -1.4299], [-0.3077, -1.7623, 0.6770], [-0.5646, 0.4975, -1.5467], [-0.5626, 2.6584, 1.9856], [0.7364, 3.7950, 1.4145], [1.2366, 2.3713, 2.2371], [-2.7264, -1.3180, 0.2348], [-2.5913, -1.3773, -1.4354]], "atomic_forces_ev_per_a": [[-0.756, -0.096, -0.800], [2.824, 0.304, -1.673], [1.648, 2.242, 0.842], [-0.889, -1.138, 0.180], [0.876, 0.798, 1.014], [0.335, -0.463, 0.020], [-1.521, 0.544, 1.860], [-1.630, -0.368, 1.769], [0.000, -0.883, 0.242], [-0.580, -0.863, -0.325], [-1.225, -1.823, -1.822], [0.226, 3.132, 0.327], [-0.367, -0.955, -0.175], [-1.528, 0.606, -1.240], [0.499, -0.565, 0.050], [0.028, 0.498, 0.873], [-0.320, 0.283, -0.279], [-0.463, -0.130, 0.517], [1.787, -0.967, -1.785], [1.056, -0.155, 0.404]], "orbital_gap_ha": 0.3734, "lumo_ev": 0.01, "spin_multiplicity": 1, "e_homo_ev": -10.1538, "total_charge": 0, "relative_energy_kj_mol": 0.0}